Record 1
DFT (the ωB97M-V functional and the def2-TZVPD basis) results for a molecular structure, C10H8O in a non-equilibrium geometry.

Last column: natural (NBO) charge in e.
CARTESIAN COORDINATES (ANGSTROEM)
C  -1.8455  -2.6313  -0.5141  -0.203
C  -0.8150  -2.7486  0.2946  -0.200
C  0.0504  -1.5938  0.5810  -0.139
C  -0.2480  -0.4068  0.0353  -0.129
C  -1.3218  -0.2534  -0.8979  -0.144
C  -2.1473  -1.4045  -1.1791  -0.199
C  0.6475  0.7321  0.2801  0.253
C  1.3074  1.1469  1.3437  -0.279
C  1.9605  2.4456  1.0066  -0.321
C  1.5839  2.7363  -0.2159  0.097
H  -2.3650  -3.5601  -0.7967  0.215
H  -0.6483  -3.4946  0.8199  0.188
H  1.0255  -1.6878  1.5045  0.210
H  -1.4412  0.5984  -1.2737  0.192
H  -2.9431  -1.1177  -1.7745  0.214
H  1.3211  0.3875  2.2891  0.239
H  2.7066  2.9930  1.6124  0.239
H  1.4693  3.6252  -0.9095  0.221
O  0.7304  1.7652  -0.7345  -0.455

Forces on the atoms, in the same order (eV/Å):
-2.680 0.197 -3.314
2.415 8.739 -1.391
1.208 -3.315 3.244
0.344 1.786 -1.750
0.619 -9.644 3.800
3.453 2.332 2.296
-1.104 2.120 -2.279
1.525 -1.244 2.867
1.103 -1.144 2.709
-2.749 0.736 -3.311
-0.231 0.645 0.325
1.560 -7.326 4.318
-3.248 0.168 -3.321
-1.358 6.855 -3.286
-1.722 -0.616 -1.308
0.343 2.605 -2.200
-0.903 -0.368 -0.372
1.135 -1.042 1.300
0.290 -1.482 1.673

## Properties
E_LUMO = 0.9809 eV
frontier orbital gap = 9.54 eV
2S+1 = 1
HOMO = -8.56 eV

Record 2
DFT (the ωB97M-V functional and the def2-TZVPD basis) results for a single C10H8O2 molecule in a non-equilibrium geometry.

Last column: natural (NBO) charge in e.
CARTESIAN COORDINATES (ANGSTROEM)
O  -3.6028  -1.0215  -0.0815  -0.648
C  -2.3791  -0.5159  -0.0573  0.327
C  -2.4040  0.9535  -0.0466  -0.271
C  -1.2461  1.6653  -0.0049  -0.142
C  0.0111  0.9369  -0.0198  -0.108
C  1.2527  1.6464  -0.1053  -0.161
C  2.4059  0.9613  0.0081  -0.278
C  2.4142  -0.4446  0.0022  0.315
O  3.6284  -1.0623  -0.1383  -0.670
C  1.2275  -1.1339  0.1657  -0.291
C  0.0008  -0.4592  0.1143  -0.001
C  -1.2276  -1.2414  0.0159  -0.338
H  -3.4347  -2.0375  -0.1708  0.480
H  -3.3638  1.3575  -0.0359  0.220
H  -1.2672  2.7754  0.1634  0.215
H  0.9981  2.7389  0.1198  0.220
H  3.3477  1.5304  0.0487  0.229
H  3.5221  -2.0147  -0.3259  0.484
H  1.1957  -2.2496  0.1818  0.202
H  -1.0787  -2.3849  0.1663  0.216

Forces on the atoms, in the same order (eV/Å):
-0.628 -4.104 -0.487
1.061 1.931 0.149
1.969 -1.816 0.046
0.107 -0.142 0.372
-0.439 0.928 -0.055
-3.130 0.916 2.056
1.808 0.980 -0.494
-0.426 -0.700 0.277
-0.042 -0.344 0.012
0.784 -0.868 -0.576
-0.750 -0.735 -0.902
1.445 -0.193 0.993
-1.035 2.552 0.301
-1.359 0.866 0.061
0.138 -1.176 -0.562
1.552 -1.275 -0.908
-0.311 -0.606 -0.095
-0.137 0.720 0.256
0.262 0.959 0.026
-0.870 2.106 -0.470

## Properties
E_LUMO = 0.6808 eV
frontier orbital gap = 8.86 eV
SMILES = Oc1ccc2ccc(O)cc2c1
2S+1 = 1
HOMO = -8.17 eV

Record 3
DFT (the ωB97M-V functional and the def2-TZVPD basis) results for a single C10H8O2 molecule in a non-equilibrium geometry.

Last column: natural (NBO) charge in e.
CARTESIAN COORDINATES (ANGSTROEM)
C  -1.6620  0.8541  -2.7079  -0.632
C  -0.8478  0.7682  -1.5140  -0.212
C  -0.3871  1.8851  -0.9078  0.197
O  0.0968  1.9276  0.3604  -0.437
C  0.4224  0.6184  0.8637  0.300
C  1.1061  0.6250  2.0780  -0.244
C  1.3854  -0.6261  2.6566  -0.179
C  1.2099  -1.9071  1.9996  -0.214
C  0.5033  -1.8587  0.8363  -0.115
C  0.1661  -0.5644  0.3617  -0.222
C  -0.4266  -0.6476  -1.0169  0.558
O  -0.5846  -1.7631  -1.5865  -0.577
H  -1.6522  1.9233  -3.0906  0.215
H  -2.7943  0.4673  -2.5785  0.232
H  -1.2769  0.1341  -3.5079  0.236
H  -0.2952  2.8667  -1.3696  0.200
H  1.5667  1.5099  2.5444  0.238
H  1.8792  -0.6908  3.6655  0.217
H  1.1790  -2.9035  2.6058  0.227
H  0.4119  -2.6184  0.3077  0.211

Forces on the atoms, in the same order (eV/Å):
-1.965 -0.641 -2.838
0.892 -1.856 0.866
-0.110 -0.488 0.312
1.081 -2.887 -0.293
0.986 4.449 2.744
1.166 -1.220 1.409
1.211 -0.703 0.717
-2.024 0.107 2.638
2.365 7.685 5.057
-1.611 -3.983 -5.013
-1.303 -0.499 -0.171
0.193 3.790 0.867
-0.313 -1.362 0.198
2.498 1.110 0.091
-0.382 1.120 0.862
-0.727 -0.141 0.054
-0.841 -0.288 -0.266
-0.488 0.471 -1.152
0.981 1.951 -1.199
-1.609 -6.615 -4.884

## Properties
E_LUMO = 0.1089 eV
frontier orbital gap = 9.13 eV
SMILES = Cc1coc2ccccc2c1=O
2S+1 = 1
HOMO = -9.02 eV

Record 4
DFT (the ωB97M-V functional and the def2-TZVPD basis) results for a molecular structure, C10H9AsCl2F6IrNO2S.

Last column: Löwdin spin population.
CARTESIAN COORDINATES (ANGSTROEM)
Ir  -1.3363  0.4904  -1.0590  2.631
C  3.1679  0.5847  -0.8003  0.006
C  1.7571  0.6713  -0.3137  0.025
O  0.8868  1.0243  -1.1058  0.131
C  1.4610  0.3934  1.1160  0.115
C  2.4622  -0.0345  1.9491  0.031
C  2.2589  -0.2156  3.3304  0.252
C  1.0257  0.0805  3.9193  -0.006
C  -0.0034  0.5100  3.1316  0.187
C  0.1499  0.6287  1.7001  0.103
O  -0.8860  0.9269  1.0478  0.377
H  3.1997  0.9001  -1.8384  0.000
H  3.5113  -0.4493  -0.7309  0.001
H  3.8318  1.2078  -0.2002  0.000
H  3.4462  -0.2414  1.5541  -0.001
H  3.0799  -0.5699  3.9384  0.012
H  0.8908  -0.0380  4.9854  -0.004
H  -0.9842  0.7349  3.5277  0.006
S  -0.7291  4.6202  -3.2076  0.515
C  -1.1554  3.2478  -2.5255  0.066
N  -1.4959  2.2423  -2.0119  0.256
F  -0.3003  -1.1030  -2.4247  0.079
As  -0.2154  -2.6123  -1.4217  0.001
F  -1.1542  -1.5727  -0.2219  0.038
F  -1.7216  -3.0556  -2.0874  0.000
F  -0.2189  -3.8810  -0.2992  0.001
F  0.6847  -3.3954  -2.6196  0.002
F  1.2062  -1.9216  -0.7035  0.001
Cl  -3.9141  0.6909  0.1425  0.083
C  -4.7241  0.1853  -1.3611  0.007
Cl  -3.5604  -0.5533  -2.4757  0.085
H  -5.1525  1.0632  -1.8279  0.000
H  -5.4681  -0.5592  -1.1065  0.001

Forces on the atoms, in the same order (eV/Å):
-0.063 0.083 -0.044
0.017 -0.009 0.023
0.037 0.076 -0.050
0.002 -0.059 0.105
0.003 -0.028 0.012
0.001 -0.008 0.013
0.011 0.002 -0.006
-0.010 -0.001 -0.001
0.003 -0.026 0.005
-0.073 0.041 0.003
0.097 -0.024 0.037
-0.006 -0.004 -0.005
-0.010 -0.013 -0.008
-0.003 -0.001 -0.012
-0.009 0.007 -0.031
-0.006 -0.001 0.007
-0.005 -0.001 -0.002
0.003 -0.002 0.008
-0.006 0.017 -0.040
-0.072 0.008 0.049
0.085 0.019 -0.067
-0.032 -0.017 0.006
0.021 0.065 0.015
0.011 -0.031 0.005
-0.005 -0.038 -0.006
-0.011 -0.007 0.021
0.011 0.008 -0.012
0.002 -0.019 0.001
0.046 -0.026 -0.027
-0.004 -0.004 -0.004
-0.009 -0.016 0.010
-0.012 -0.002 -0.002
-0.014 0.014 -0.001

## Properties
E_LUMO (alpha / beta) = -3.7762 / -7.0648 eV
frontier orbital gap (alpha / beta) = 8.57 / 5.75 eV
charge = +1
2S+1 = 6
<S²> = 8.82
HOMO (alpha / beta) = -12.34 / -12.81 eV

Record 5
DFT (the ωB97M-V functional and the def2-TZVPD basis) results for a molecular structure, C10H9BiN2O2S3Se4.

Last column: natural (NBO) charge in e.
CARTESIAN COORDINATES (ANGSTROEM)
Bi  -1.9086  -2.7561  -0.2903  1.175
O  2.9015  -2.7288  -0.0568  -0.702
C  3.3378  -1.4726  -0.1897  0.429
C  4.7215  -1.2642  -0.1262  -0.322
C  5.2497  0.0062  -0.2514  -0.204
C  4.4081  1.0996  -0.4431  -0.295
C  3.0384  0.8947  -0.5067  -0.148
C  2.4748  -0.3743  -0.3842  -0.213
C  0.9792  -0.5734  -0.4663  0.594
O  0.5482  -1.7721  -0.3666  -0.786
N  0.2653  0.5132  -0.6206  -0.492
N  -1.0652  0.1764  -0.7635  -0.307
C  -1.8755  1.1298  -0.6166  -0.084
S  -3.6074  0.9101  -0.8628  0.294
C  -4.0288  2.3342  0.1605  -0.545
C  -3.0569  3.4454  -0.1983  -0.545
S  -1.3741  2.7716  -0.1107  0.215
H  1.9007  -2.6758  -0.1127  0.528
H  5.3567  -2.1291  0.0269  0.205
H  6.3249  0.1474  -0.1973  0.189
H  4.8162  2.0988  -0.5409  0.192
H  2.3570  1.7231  -0.6537  0.234
H  -3.9357  2.0558  1.2107  0.226
H  -5.0639  2.6047  -0.0537  0.217
H  -3.1199  4.2861  0.4964  0.210
H  -3.2519  3.7993  -1.2110  0.201
Se  -4.9749  -3.1167  -0.0062  -0.577
Se  -5.1455  -1.6888  1.8243  -0.124
Se  -3.5748  -2.5929  3.2757  -0.099
Se  -1.5518  -1.8784  2.3409  -0.458
S  -1.1453  -4.9731  -0.3061  -1.006

Forces on the atoms, in the same order (eV/Å):
-0.111 0.054 -0.017
-0.270 -0.007 0.020
0.012 0.100 0.011
0.005 0.053 -0.010
-0.026 0.019 -0.006
-0.014 -0.020 0.001
-0.017 -0.020 -0.003
-0.102 -0.028 -0.001
0.488 -0.268 0.178
0.205 -0.047 0.015
-0.083 0.020 -0.080
-0.228 0.257 -0.130
0.132 0.063 0.096
0.069 -0.025 -0.049
-0.034 -0.005 0.035
0.020 0.002 0.017
-0.058 -0.051 -0.061
0.059 -0.020 -0.072
-0.031 0.020 -0.005
-0.031 -0.004 -0.003
-0.007 -0.015 0.004
0.006 -0.011 0.002
-0.030 0.005 0.022
0.023 0.015 0.013
-0.015 -0.038 -0.002
-0.038 0.056 -0.005
0.246 -0.030 0.024
-0.087 0.106 0.043
0.039 -0.028 0.050
-0.129 0.033 -0.064
0.011 -0.187 -0.026

## Properties
E_LUMO = 4.1565 eV
frontier orbital gap = 5.27 eV
charge = -2
2S+1 = 1
HOMO = -1.11 eV

Record-wise ΔE to the lowest compared entry with this formula, charge and spin values, in kcal per mole: 93.4 25.8 69.6 0.0 0.0